Entry from OMol25: a cluster of 11 separate species, H22O11 in total (ωB97M-V with the def2-TZVPD basis set).

XYZ file:
```
33
Properties=species:S:1:pos:R:3:mulliken_charge:R:1
O 3.307 1.164 18.585 -0.628
O 2.051 0.391 21.927 -0.616
O -1.020 -1.160 16.354 -0.621
O 1.177 0.837 16.653 -0.582
O -1.372 1.551 17.941 -0.616
O 0.076 -1.345 22.758 -0.680
O -1.934 -1.672 18.751 -0.556
O 0.392 0.165 19.567 -0.371
O -0.381 2.359 23.039 -0.571
O 0.946 2.982 20.691 -0.625
O -1.769 0.012 21.531 -0.582
H -1.948 0.808 18.006 0.294
H 3.188 0.236 18.541 0.290
H -2.120 -2.599 18.616 0.259
H 0.673 3.888 20.807 0.296
H -0.454 -0.062 19.892 0.243
H -2.532 -0.551 21.673 0.283
H -0.520 1.187 18.225 0.366
H -0.108 -1.184 23.717 0.325
H -1.459 -1.771 15.730 0.254
H 0.495 0.863 20.222 0.170
H -2.277 -1.452 19.597 0.216
H 2.070 -0.444 21.501 0.319
H 2.656 1.429 19.237 0.331
H 0.836 2.935 19.733 0.297
H -2.073 0.900 21.667 0.199
H 1.075 0.018 17.126 0.284
H -0.568 2.406 22.115 0.273
H -0.828 3.104 23.489 0.287
H 1.205 0.347 22.473 0.331
H -1.313 -1.248 17.319 0.416
H -0.617 -0.868 22.314 0.414
H 0.417 0.919 16.082 0.301
```

Values from the calculation:
Energy relative to the best compared isomer or geometry (same formula, charge and spin) (kJ/mol): 254.9
SMILES: O.O.O.O.O.O.O.O.O.O.O
Orbital gap (eV): 9.4



Entry from OMol25: the molecule C2H5NS (ωB97M-V with the def2-TZVPD basis set).

XYZ file:
```
9
Properties=species:S:1:pos:R:3:mulliken_charge:R:1
S -0.222 2.259 -0.197 -0.378
N -1.345 -0.035 -0.448 -0.350
C 1.102 -0.477 0.378 -1.058
C -0.257 0.622 -0.082 0.342
H -2.059 0.630 -0.713 0.198
H 1.773 0.142 0.899 0.303
H -1.501 -0.972 -0.250 0.220
H 1.470 -0.769 -0.522 0.374
H 1.040 -1.400 0.935 0.349
```

Values from the calculation:
Energy relative to the best compared isomer or geometry (same formula, charge and spin) (kJ/mol): 100.2
SMILES: CC(N)=S
Orbital gap (eV): 9.4



Entry from OMol25: a cluster of 5 separate species, C18H46FO4P in total (ωB97M-V with the def2-TZVPD basis set).

XYZ file:
```
70
Properties=species:S:1:pos:R:3:mulliken_charge:R:1
P 1.869 -1.481 1.991 -0.174
F 3.383 0.801 1.524 -0.297
O -1.616 -0.344 -0.441 -0.423
O -2.164 -4.253 4.732 -0.507
O 1.767 5.553 -5.841 -0.496
O 2.549 3.046 -4.614 -0.568
C -0.258 5.590 -7.168 -1.267
C -0.267 -3.608 6.089 -0.920
C 1.324 -4.948 2.187 -1.403
C -0.288 6.147 -4.714 -1.223
C 0.391 -2.582 2.180 0.454
C -2.536 -3.995 7.113 -1.359
C 1.051 0.180 1.894 -0.362
C -1.562 -4.402 6.019 0.415
C -3.871 0.012 -1.249 -1.419
C 2.071 1.267 1.529 -0.094
C 2.644 3.077 -3.188 0.521
C -2.991 -0.311 -0.052 0.385
C 0.513 6.202 -6.007 0.417
C 3.030 1.709 -2.651 -1.245
C 0.512 -3.902 1.398 0.928
C -3.397 -1.620 0.605 -0.892
C -0.890 -4.426 1.009 -1.277
C 3.625 4.155 -2.754 -1.310
H -1.509 -1.043 -1.095 0.290
H -0.498 5.108 -4.445 0.271
H 0.329 5.643 -8.085 0.306
H 0.412 -3.922 5.297 -0.036
H -2.378 -3.321 4.616 0.329
H -4.921 0.084 -0.961 0.377
H -4.435 -1.590 0.940 0.477
H 2.171 -1.661 0.624 -0.049
H -0.467 -2.541 5.949 0.290
H -3.062 0.497 0.678 0.259
H 2.292 -5.107 1.720 0.335
H -3.569 0.956 -1.704 0.344
H -1.668 -3.922 1.571 0.090
H 0.830 -5.915 2.204 0.383
H -1.207 6.104 -7.331 0.389
H -0.471 -2.034 1.798 -0.329
H 3.326 5.124 -3.154 0.312
H 0.234 -3.738 7.049 0.454
H -0.467 4.536 -6.968 0.315
H 3.680 4.223 -1.667 0.376
H -3.288 -2.450 -0.099 0.260
H 0.230 -2.755 3.240 -0.257
H -0.982 -5.489 1.204 0.452
H 0.751 7.242 -6.240 0.298
H -2.804 -2.939 7.009 0.343
H 2.036 2.093 2.234 0.277
H 4.012 1.412 -3.027 0.382
H 3.070 1.711 -1.561 0.203
H -3.778 -0.768 -2.010 0.370
H -1.339 -5.466 6.110 0.294
H -2.103 -4.141 8.103 0.378
H 0.292 0.197 1.117 0.096
H 2.312 0.954 -2.972 0.335
H 4.625 3.932 -3.135 0.353
H -3.454 -4.578 7.044 0.326
H -1.070 -4.269 -0.052 0.238
H -1.238 6.675 -4.810 0.404
H 1.643 3.336 -2.839 0.254
H 3.419 2.828 -4.967 0.318
H 1.058 -3.683 0.485 0.344
H 1.605 4.624 -5.624 0.336
H -2.760 -1.831 1.463 -0.048
H 0.596 0.421 2.848 0.372
H 0.278 6.593 -3.896 0.296
H 1.491 -4.653 3.220 0.261
H 1.885 1.657 0.532 0.046
```

Values from the calculation:
SMILES: CC(C)CPCCF.CC(C)O.CC(C)O.CC(C)O.CC(C)O
Orbital gap (eV): 8.9



Entry from OMol25: the molecule C3H5N3 (ωB97M-V with the def2-TZVPD basis set).

XYZ file:
```
11
Properties=species:S:1:pos:R:3:mulliken_charge:R:1
N -0.557 -0.269 1.797 0.212
N 0.684 0.194 1.965 -0.584
N 1.171 0.416 0.786 -0.224
C 0.517 0.250 -1.621 -0.972
C -0.884 -0.351 0.486 -0.197
C 0.241 0.096 -0.161 0.352
H -0.259 -0.236 -2.220 0.289
H 0.559 1.307 -1.906 0.242
H 1.483 -0.198 -1.871 0.284
H -1.113 -0.496 2.606 0.211
H -1.841 -0.712 0.139 0.388
```

Values from the calculation:
Energy relative to the best compared isomer or geometry (same formula, charge and spin) (kJ/mol): 91.9
SMILES: Cc1c[nH]nn1
Orbital gap (eV): 10.4



Entry from OMol25: the molecule C2H2Br2OS (ωB97M-V with the def2-TZVPD basis set).

XYZ file:
```
8
Properties=species:S:1:pos:R:3:mulliken_charge:R:1
Br 2.001 -1.233 0.350 -0.038
Br 0.915 -0.095 -3.029 -0.085
S 0.473 1.466 -0.203 -0.103
O -1.083 -1.579 -1.958 -0.397
C 0.325 -0.331 -0.059 -0.375
C -0.173 -0.872 -1.694 0.478
H -0.363 -0.663 0.815 0.359
H 1.699 1.613 -0.522 0.160
```

Values from the calculation:
Energy relative to the best compared isomer or geometry (same formula, charge and spin) (kJ/mol): 69.3
SMILES: O=C(Br)[C@H](S)Br
Orbital gap (eV): 9.7



Entry from OMol25: the molecule C10H18N2O2 (ωB97M-V with the def2-TZVPD basis set).

XYZ file:
```
32
Properties=species:S:1:pos:R:3:mulliken_charge:R:1
O -1.411 1.952 0.627 -0.530
O -2.102 2.099 -1.372 -0.664
N 0.261 0.019 0.083 0.359
N -1.469 1.555 -0.502 1.124
C -1.768 -0.665 -1.240 -1.092
C -0.687 0.296 -1.010 -0.088
C -2.698 -1.148 -0.200 -0.702
C -2.169 -2.136 0.806 -0.424
C 0.071 -0.811 1.196 0.161
C 1.916 1.253 1.373 -1.756
C 2.776 -0.365 -0.325 -1.653
C -0.895 -1.713 1.475 -0.974
C 1.608 0.650 0.073 1.410
C 1.617 1.804 -0.959 -1.885
H 1.035 1.681 1.818 0.289
H -0.074 0.447 -1.891 0.248
H 2.468 0.457 1.922 0.622
H -3.041 -2.535 1.430 0.358
H -2.929 -0.250 0.430 0.249
H 2.617 2.323 -0.876 0.479
H 2.518 2.059 1.022 0.463
H -0.768 -2.001 2.514 0.284
H 3.727 -0.073 0.108 0.383
H 1.536 1.517 -2.026 0.399
H 2.936 -0.282 -1.384 0.354
H -3.513 -1.637 -0.695 0.338
H 0.818 2.468 -0.753 0.452
H 0.939 -0.611 1.838 0.349
H -1.890 -3.185 0.309 0.240
H 2.352 -1.298 -0.049 0.453
H -1.330 -1.653 -1.748 0.321
H -2.451 -0.217 -1.992 0.434
```

Values from the calculation:
Energy relative to the best compared isomer or geometry (same formula, charge and spin) (kJ/mol): 679.2
SMILES: CC(C)(C)N1C=CCCC[C@H]1[N+](=O)[O-]
Orbital gap (eV): 8.3



Entry from OMol25: a structure of composition C11H20N2P (ωB97M-V with the def2-TZVPD basis set).

XYZ file:
```
34
Properties=species:S:1:pos:R:3:mulliken_charge:R:1
P 1.385 -0.221 0.513 1.020
N -2.391 -1.536 -0.256 -0.520
N 0.544 1.949 0.094 -0.287
C 0.683 -0.401 -1.193 1.304
C 1.767 -0.588 -2.160 -1.854
C -0.586 -0.692 -1.482 -1.072
C 1.835 -2.023 1.021 -1.498
C -1.423 0.547 0.424 -0.926
C -1.580 -0.566 -0.406 0.930
C 0.207 -0.061 1.826 -0.896
C 2.931 0.612 0.319 -1.199
C -0.715 1.863 0.004 0.402
C -3.495 -1.667 0.658 -0.840
C -1.694 2.890 -0.509 -1.373
H 0.891 -2.468 1.129 0.496
H 0.145 0.793 2.563 0.321
H 0.944 2.900 0.025 0.260
H 2.294 -1.883 1.922 0.531
H -4.081 -0.732 0.817 0.307
H 0.041 -0.975 2.422 0.414
H 2.534 -1.283 -1.927 0.357
H 3.362 1.011 1.247 0.373
H -2.477 2.239 -0.955 0.361
H 2.483 -2.694 0.408 0.319
H -0.842 -0.813 -2.501 0.410
H -3.149 -2.011 1.722 0.276
H 2.238 0.273 -2.586 0.361
H -2.208 3.535 0.179 0.330
H 1.397 -0.962 -3.060 0.553
H -1.265 3.551 -1.236 0.406
H -4.132 -2.587 0.229 0.302
H 2.813 1.439 -0.382 0.433
H 3.642 -0.145 -0.139 0.377
H -2.097 0.707 1.270 0.622
```

Values from the calculation:
Energy relative to the best compared isomer or geometry (same formula, charge and spin) (kJ/mol): 158.1
Orbital gap (spin up / spin down) (eV): 8.2 / 8.2
Total charge: +1



Entry from OMol25: the molecule C4H8O (ωB97M-V with the def2-TZVPD basis set).

XYZ file:
```
13
Properties=species:S:1:pos:R:3:mulliken_charge:R:1
O 2.170 0.055 0.670 -0.494
C 0.024 0.640 -0.162 -0.320
C -0.280 -0.732 0.274 -0.396
C -1.703 -1.062 0.226 -0.838
C 1.533 0.829 -0.309 -0.468
H 1.636 -0.771 0.657 0.436
H -0.559 1.045 -1.007 0.379
H -1.738 -1.626 -0.724 0.270
H 1.785 1.886 -0.182 0.301
H -2.395 -0.213 0.146 0.308
H -0.303 1.205 0.734 0.274
H -2.008 -1.777 0.996 0.290
H 1.838 0.521 -1.320 0.258
```

Values from the calculation:
Energy relative to the best compared isomer or geometry (same formula, charge and spin) (kJ/mol): 355.2
Orbital gap (eV): 8.7



Computed M (g/mol) in order:
198.2; 75.1; 376.5; 83.1; 233.9; 198.3; 211.3; 72.1